A molecular structure, C18H32AlF2N2OS. Source: the Open Molecules 2025 dataset; level of theory: ωB97M-V/def2-TZVPD.

Values from the calculation:
E_LUMO: 0.099 hartree
Total charge: -1
HOMO-LUMO gap: 7.957 eV
2S+1: 1

```
57
Properties=species:S:1:pos:R:3:lowdin_charge:R:1
C -0.040 -3.515 -1.056 -0.1198
C 1.344 -3.821 -0.517 -0.3605
F 2.004 -4.634 -1.503 -0.1406
Al 2.442 -2.228 0.087 0.4139
C 4.404 -2.620 0.347 -0.2329
C 5.070 -3.514 -0.712 -0.3690
C 4.738 -3.096 -2.141 -0.5881
S 5.156 -4.409 -3.346 0.6566
C 1.668 -1.657 1.904 -0.1217
C 0.323 -1.038 1.865 -0.5149
O -0.303 -0.577 0.968 0.1143
F -0.285 -1.019 3.124 0.0043
C 2.285 -0.633 -1.170 -0.2249
C 2.357 0.678 -0.668 -0.1033
C 2.294 1.779 -1.505 -0.1041
C 2.145 1.561 -2.867 -0.1045
C 2.071 0.244 -3.307 -0.1806
N 2.140 -0.815 -2.506 0.0413
H -0.604 -2.944 -0.317 0.0578
H -0.600 -4.440 -1.251 0.0633
H 0.017 -2.956 -1.990 0.0640
H 1.219 -4.490 0.349 0.0836
H 4.926 -1.658 0.419 0.0487
H 4.523 -3.110 1.323 0.0441
H 6.163 -3.477 -0.600 0.0899
H 4.767 -4.552 -0.578 0.0836
H 5.284 -2.198 -2.431 0.0661
H 3.679 -2.881 -2.265 0.0239
H 3.993 -4.420 -3.998 -0.1651
H 2.334 -0.945 2.402 0.0729
H 1.587 -2.538 2.548 0.0673
H 2.458 0.827 0.403 0.0878
H 2.355 2.786 -1.108 0.0922
H 2.092 2.381 -3.574 0.0849
H 1.947 0.044 -4.367 0.0904
C -5.833 4.472 1.421 -0.0985
C -5.083 3.232 1.889 -0.2846
N -4.431 2.523 0.808 -0.2032
C -3.975 1.190 1.177 -0.2426
C -2.889 1.067 2.248 -0.0874
C -3.503 3.309 0.012 -0.2472
C -2.340 4.002 0.736 -0.0809
H -6.518 4.222 0.610 0.0765
H -6.413 4.888 2.246 0.0674
H -5.156 5.253 1.071 0.0611
H -5.800 2.540 2.340 0.1147
H -4.390 3.523 2.696 0.1006
H -3.629 0.692 0.268 0.1148
H -4.857 0.629 1.506 0.1068
H -1.916 1.373 1.876 0.0460
H -2.789 0.026 2.552 0.0665
H -3.126 1.652 3.140 0.0670
H -4.077 4.073 -0.521 0.0974
H -3.102 2.654 -0.764 0.1160
H -2.677 4.534 1.628 0.0626
H -1.882 4.736 0.070 0.0687
H -1.563 3.300 1.032 0.0571
```


C5H12N2O in the gas phase. Source: the Open Molecules 2025 dataset; level of theory: ωB97M-V/def2-TZVPD.

Values from the calculation:
SMILES string: [H]/N=C(/CC)[C@](C)(N)O
E_LUMO: 0.029 hartree
ΔE to the lowest compared entry with this formula, charge and spin: 248.7 kJ/mol
HOMO-LUMO gap: 10.205 eV
2S+1: 1

```
20
Properties=species:S:1:pos:R:3:lowdin_charge:R:1
H 0.899 1.575 1.867 0.0485
N -0.075 1.300 1.710 0.1492
C -0.191 0.460 0.748 -0.2632
C -1.747 -0.137 0.462 -0.1747
C -2.253 0.384 -0.864 -0.1297
C 0.867 -0.166 -0.117 -0.5251
C 2.148 -0.559 0.594 -0.0395
N 1.110 0.593 -1.290 0.1115
O 0.155 -1.521 -0.572 -0.1015
H -2.249 0.370 1.292 0.0852
H -1.923 -1.205 0.592 0.0914
H -1.988 1.435 -1.011 0.0724
H -3.342 0.280 -0.924 0.0693
H -1.816 -0.175 -1.696 0.0654
H 2.776 -1.181 -0.052 0.0864
H 2.723 0.323 0.899 0.0828
H 1.921 -1.151 1.483 0.0856
H 1.704 0.089 -1.938 0.0994
H 1.095 1.598 -1.171 0.1033
H 0.187 -2.315 -0.013 0.0833
```


A gas-phase ion, C5H9N6O (charge +1). Source: the Open Molecules 2025 dataset; level of theory: ωB97M-V/def2-TZVPD.

Values from the calculation:
SMILES string: CN(/N=C/N)[C@@H]1N=C[N+](=C=O)N1
E_LUMO: -0.189 hartree
Total charge: +1
ΔE to the lowest compared entry with this formula, charge and spin: 516.3 kJ/mol
HOMO-LUMO gap: 6.043 eV
2S+1: 1

```
21
Properties=species:S:1:pos:R:3:lowdin_charge:R:1
C 0.438 1.515 0.847 -0.0449
N -0.491 0.480 0.351 -0.2179
N -0.135 -0.498 -0.516 -0.0066
C 0.967 -1.149 -0.308 -0.2283
N 1.138 -2.101 -1.214 0.1058
C -1.747 1.205 -0.116 -0.2237
N -2.860 1.333 0.864 0.1816
C -3.748 0.503 0.661 0.0030
N -3.363 -0.357 -0.580 0.0191
C -3.539 -1.591 -0.682 -0.0597
O -3.845 -2.667 -0.975 0.3333
N -2.457 0.433 -1.197 0.0854
H 1.342 1.032 1.210 0.0651
H 0.671 2.043 -0.139 0.1070
H -0.019 2.259 1.554 0.1110
H 1.748 -1.020 0.552 0.1734
H 2.036 -2.533 -1.475 0.1384
H 0.394 -2.178 -1.735 0.0212
H -1.406 2.128 -0.590 0.1470
H -4.764 0.533 1.171 0.1791
H -1.766 -0.036 -1.730 0.1106
```


C4H12N2O2 in the gas phase. Source: the Open Molecules 2025 dataset; level of theory: ωB97M-V/def2-TZVPD.

Values from the calculation:
SMILES string: CC[C@](C)(N)N(O)O
E_LUMO: 0.027 hartree
ΔE to the lowest compared entry with this formula, charge and spin: 373.4 kJ/mol
HOMO-LUMO gap: 9.882 eV
2S+1: 1

```
20
Properties=species:S:1:pos:R:3:lowdin_charge:R:1
C 0.082 0.418 2.306 -0.1006
C 0.728 -0.143 1.045 -0.1945
C -0.170 0.000 -0.197 -0.5969
C -0.508 1.459 -0.494 -0.0217
N -1.382 -0.751 -0.016 0.1041
N 0.688 -0.470 -1.327 -0.1608
O 0.894 -1.865 -1.189 -0.0424
O -0.060 -0.399 -2.575 -0.0436
H -0.917 0.008 2.419 0.0699
H 0.680 0.148 3.174 0.0695
H 0.022 1.503 2.268 0.0656
H 1.675 0.362 0.848 0.1156
H 0.936 -1.204 1.188 0.1060
H -1.020 1.532 -1.450 0.0753
H -1.160 1.833 0.289 0.0806
H 0.398 2.058 -0.526 0.0886
H -1.964 -0.674 -0.844 0.0842
H -1.165 -1.732 0.125 0.0850
H 1.669 -1.971 -1.797 0.1218
H 0.573 -0.111 -3.246 0.0944
```


A molecular structure, C54H46F3NO2P2Se2V. Source: the Open Molecules 2025 dataset; level of theory: ωB97M-V/def2-TZVPD.

Values from the calculation:
Expectation value of S²: 3.89
E_LUMO (spin up / spin down): 0.133 / 0.133 hartree
Total charge: -2
ΔE to the lowest compared entry with this formula, charge and spin: 0.0 kJ/mol
HOMO-LUMO gap (spin up / spin down): 3.519 / 4.462 eV
2S+1: 4

```
111
Properties=species:S:1:pos:R:3:lowdin_charge:R:1
V 0.341 0.852 0.520 0.3493
C -1.057 -0.312 4.511 -0.1120
C -0.562 -1.653 4.538 -0.1331
C 0.239 -2.113 3.536 -0.0877
C 0.595 -1.283 2.434 -0.1877
C 0.190 0.113 2.454 -0.2874
C -0.678 0.530 3.512 -0.0873
C 1.345 -1.715 1.325 -0.2358
C 1.973 -2.992 1.214 -0.0241
C 2.824 -3.273 0.202 -0.0447
C 3.164 -2.243 -0.752 -0.1766
C 4.154 -2.403 -1.717 -0.0749
C 4.498 -1.375 -2.584 -0.1348
C 3.813 -0.166 -2.488 -0.1131
C 2.809 0.012 -1.556 -0.0275
C 2.464 -1.014 -0.656 -0.2143
N 1.509 -0.795 0.294 -0.0012
H -1.713 0.034 5.301 0.0814
H -0.826 -2.305 5.363 0.0873
H 0.593 -3.136 3.574 0.0961
H -0.998 1.568 3.530 0.1030
H 1.765 -3.739 1.970 0.0988
H 3.305 -4.242 0.126 0.0962
H 4.672 -3.357 -1.769 0.0981
H 5.279 -1.514 -3.322 0.0792
H 4.065 0.655 -3.151 0.0927
H 2.291 0.964 -1.491 0.0459
O -3.160 3.218 -2.493 -0.1148
C -1.952 3.677 -1.858 -0.2545
C -2.065 3.706 -0.334 -0.5864
C -3.038 4.827 0.075 -0.2306
O -4.361 4.673 -0.428 -0.0821
C -0.713 4.075 0.300 -0.5447
Se 0.946 3.212 -0.352 0.5433
C -2.624 2.384 0.208 -0.5089
Se -1.958 0.697 -0.603 0.5436
H -3.169 2.258 -2.335 0.0278
H -1.768 4.686 -2.237 0.1300
H -1.116 3.043 -2.148 0.0509
H -2.619 5.784 -0.269 0.1137
H -3.116 4.871 1.166 0.1246
H -4.272 4.224 -1.284 0.0564
H -0.778 3.887 1.375 0.0565
H -0.537 5.145 0.176 0.0444
H -3.697 2.355 0.030 0.0480
H -2.482 2.348 1.291 0.0585
C -3.001 -3.823 -2.441 -0.5384
P -1.674 -2.890 -1.507 1.0325
C -0.250 -3.330 -2.585 -0.3678
C 0.175 -2.280 -3.398 -0.1054
C 1.136 -2.482 -4.380 -0.0868
C 1.699 -3.734 -4.552 -0.1038
C 1.311 -4.781 -3.726 -0.0992
C 0.346 -4.580 -2.753 -0.0884
C -1.599 -3.949 -0.008 -0.3583
C -1.708 -3.260 1.197 -0.1013
C -1.778 -3.947 2.404 -0.1053
C -1.716 -5.330 2.421 -0.0958
C -1.603 -6.031 1.225 -0.0967
C -1.558 -5.345 0.022 -0.1168
P -4.610 -2.988 -2.140 1.0118
C -4.691 -3.074 -0.312 -0.4219
C -4.689 -4.271 0.408 -0.1106
C -4.682 -4.260 1.790 -0.1026
C -4.664 -3.047 2.475 -0.1006
C -4.643 -1.855 1.773 -0.0739
C -4.658 -1.869 0.381 -0.1224
C -5.794 -4.321 -2.618 -0.3871
C -6.995 -4.514 -1.936 -0.1062
C -7.926 -5.446 -2.373 -0.1000
C -7.677 -6.205 -3.508 -0.1159
C -6.492 -6.017 -4.205 -0.1043
C -5.565 -5.081 -3.765 -0.1106
H -3.015 -4.886 -2.185 0.0435
H -2.775 -3.717 -3.504 0.0380
H -0.241 -1.289 -3.242 0.0958
H 1.463 -1.647 -4.986 0.1018
H 2.464 -3.889 -5.303 0.0941
H 1.774 -5.755 -3.830 0.0932
H 0.080 -5.407 -2.110 0.0803
H -1.732 -2.175 1.189 0.0954
H -1.865 -3.388 3.326 0.0901
H -1.762 -5.866 3.362 0.0992
H -1.559 -7.114 1.229 0.0927
H -1.523 -5.915 -0.897 0.0831
H -4.679 -5.218 -0.121 0.1117
H -4.662 -5.194 2.339 0.1031
H -4.637 -3.038 3.558 0.1046
H -4.589 -0.910 2.299 0.1087
H -4.595 -0.938 -0.171 0.0635
H -7.203 -3.933 -1.045 0.1023
H -8.847 -5.581 -1.819 0.0954
H -8.399 -6.938 -3.845 0.0905
H -6.285 -6.599 -5.094 0.0945
H -4.648 -4.949 -4.326 0.0928
F 6.742 1.639 7.561 0.0924
C 5.427 1.951 7.742 -0.5671
F 5.406 3.182 8.312 0.0961
F 5.011 1.094 8.727 0.0888
C 4.633 1.871 6.501 -0.1796
C 3.683 2.846 6.175 -0.0550
C 2.920 2.740 5.038 -0.0425
C 3.051 1.628 4.154 -0.2367
C 4.040 0.653 4.500 -0.0340
C 4.791 0.773 5.639 -0.0515
C 2.280 1.483 3.021 -0.0070
C 1.462 1.164 2.123 -0.1883
H 3.550 3.701 6.827 0.1038
H 2.194 3.505 4.796 0.1038
H 4.170 -0.196 3.841 0.1082
H 5.523 0.009 5.877 0.1091
```


A molecular structure, C53H46F5N4O5P2SiTeTi. Source: the Open Molecules 2025 dataset; level of theory: ωB97M-V/def2-TZVPD.

Values from the calculation:
E_LUMO (spin up / spin down): 0.078 / 0.078 hartree
Total charge: -1
HOMO-LUMO gap (spin up / spin down): 4.108 / 4.095 eV
2S+1: 1

```
118
Properties=species:S:1:pos:R:3:lowdin_charge:R:1
Ti 0.338 0.130 -1.491 0.8436
C -0.355 3.870 0.845 -0.1691
Si -0.781 2.076 1.103 0.3942
C -2.572 1.978 1.677 -0.2198
C -3.160 3.192 2.062 -0.0952
C -4.446 3.261 2.570 -0.0773
C -5.194 2.097 2.703 -0.0792
C -4.639 0.891 2.322 -0.1033
C -3.342 0.818 1.812 -0.3594
P -2.649 -0.835 1.395 1.1324
C -3.913 -1.478 0.240 -0.3767
C -4.782 -0.647 -0.463 -0.0992
C -5.606 -1.157 -1.459 -0.0879
C -5.578 -2.504 -1.766 -0.0848
C -4.715 -3.346 -1.076 -0.0848
C -3.884 -2.835 -0.096 -0.1211
C -3.012 -1.732 2.959 -0.3667
C -4.061 -2.623 3.160 -0.0958
C -4.223 -3.263 4.382 -0.0919
C -3.339 -3.020 5.422 -0.1046
C -2.287 -2.133 5.233 -0.0935
C -2.121 -1.504 4.011 -0.1063
C 0.315 1.682 2.634 -0.2055
C -0.214 2.132 3.855 -0.1023
C 0.520 2.136 5.027 -0.0845
C 1.843 1.710 5.012 -0.0854
C 2.392 1.270 3.824 -0.1166
C 1.642 1.228 2.645 -0.3607
P 2.405 0.632 1.085 1.1541
C 3.937 1.643 1.044 -0.3441
C 5.210 1.143 0.800 -0.0819
C 6.296 1.999 0.665 -0.0918
C 6.124 3.369 0.771 -0.1022
C 4.854 3.880 1.013 -0.0819
C 3.774 3.027 1.142 -0.0948
C 3.046 -1.023 1.569 -0.3394
C 2.809 -1.663 2.782 -0.0979
C 3.251 -2.961 3.006 -0.1001
C 3.931 -3.651 2.014 -0.1044
C 4.147 -3.037 0.787 -0.0880
C 3.696 -1.746 0.563 -0.1187
H -0.192 4.325 1.827 0.0426
H -1.112 4.428 0.294 0.0232
H 0.593 3.955 0.302 0.0209
H -2.603 4.111 1.944 0.0902
H -4.865 4.217 2.854 0.0994
H -6.202 2.131 3.097 0.0990
H -5.219 -0.019 2.426 0.1065
H -4.802 0.413 -0.255 0.1061
H -6.249 -0.488 -2.014 0.1101
H -6.209 -2.894 -2.554 0.1036
H -4.675 -4.401 -1.318 0.0982
H -3.197 -3.496 0.413 0.1008
H -4.764 -2.817 2.359 0.0961
H -5.047 -3.952 4.520 0.0980
H -3.469 -3.518 6.374 0.0946
H -1.589 -1.932 6.037 0.0984
H -1.299 -0.811 3.874 0.0895
H -1.238 2.487 3.890 0.0949
H 0.069 2.485 5.947 0.0991
H 2.441 1.733 5.915 0.0986
H 3.431 0.959 3.796 0.1114
H 5.376 0.077 0.711 0.0875
H 7.278 1.587 0.468 0.0975
H 6.968 4.037 0.658 0.0945
H 4.701 4.950 1.082 0.1014
H 2.785 3.441 1.306 0.1005
H 2.270 -1.154 3.570 0.0913
H 3.060 -3.431 3.963 0.0997
H 4.286 -4.659 2.192 0.0966
H 4.655 -3.567 -0.010 0.1075
H 3.819 -1.301 -0.418 0.1005
N -3.830 -2.209 -6.466 0.1376
C -4.262 -1.510 -5.352 -0.5073
O -5.437 -1.163 -5.228 0.0170
C -3.241 -1.245 -4.332 -0.1522
C -2.071 -2.030 -4.194 -0.0200
C -1.185 -1.733 -3.193 -0.1270
N -1.382 -0.716 -2.313 -0.0566
C -2.480 0.083 -2.486 -0.1371
C -3.420 -0.156 -3.444 -0.0063
H -4.493 -2.229 -7.224 0.0933
H -2.864 -2.124 -6.731 0.0850
H -1.863 -2.868 -4.847 0.1033
H -0.266 -2.303 -3.081 0.0968
H -2.572 0.939 -1.827 0.0939
H -4.273 0.498 -3.540 0.1239
F -1.482 3.012 -3.999 -0.4226
Te -0.352 3.238 -2.529 1.9992
F 0.161 1.108 -3.241 -0.5097
F 0.919 3.624 -3.910 -0.4870
F -2.160 3.344 -1.652 -0.5395
F -0.533 5.127 -2.512 -0.4789
O -0.518 1.131 -0.179 -0.4684
O 2.090 2.404 -1.521 -0.0834
C 2.671 1.530 -2.156 -0.4664
N 2.298 0.202 -2.086 0.0029
C 3.028 -0.510 -3.019 -0.4268
O 2.852 -1.684 -3.273 0.0679
C 4.028 0.406 -3.621 -0.0766
C 5.042 0.192 -4.538 -0.0095
C 5.827 1.271 -4.908 -0.0801
C 5.593 2.542 -4.374 -0.0744
C 4.574 2.752 -3.462 0.0084
C 3.801 1.665 -3.090 -0.0723
H 5.206 -0.795 -4.951 0.1147
H 6.628 1.137 -5.624 0.0965
H 6.215 3.370 -4.687 0.0984
H 4.368 3.732 -3.052 0.1231
C 1.298 -3.796 -1.226 0.0065
C 0.813 -2.770 -0.247 -0.5312
N 0.527 -3.169 1.008 0.1954
O 0.631 -1.595 -0.581 -0.1213
H 1.995 -4.484 -0.747 0.0749
H 1.774 -3.287 -2.061 0.0614
H 0.436 -4.365 -1.578 0.0895
H 0.938 -4.019 1.352 0.1010
H 0.312 -2.451 1.686 0.0982
```


A molecular structure, C39H30BF2I2N2OP2Pb. Source: the Open Molecules 2025 dataset; level of theory: ωB97M-V/def2-TZVPD.

Values from the calculation:
E_LUMO (spin up / spin down): -0.208 / -0.161 hartree
Total charge: +1
ΔE to the lowest compared entry with this formula, charge and spin: 319.3 kJ/mol
HOMO-LUMO gap (spin up / spin down): 4.040 / 5.334 eV
2S+1: 1

```
80
Properties=species:S:1:pos:R:3:lowdin_charge:R:1
Pb 0.218 0.526 -0.654 1.3120
C -2.231 -1.691 1.364 -0.2780
P -2.287 -0.025 2.216 1.0728
C -2.855 1.125 0.892 -0.4598
C -3.409 0.785 -0.339 -0.1267
C -3.737 1.769 -1.267 -0.0815
C -3.523 3.107 -0.974 -0.0749
C -2.991 3.464 0.259 -0.0686
C -2.650 2.480 1.176 -0.1352
C -3.849 -0.236 3.169 -0.3792
C -5.075 0.333 2.834 -0.0822
C -6.203 0.069 3.604 -0.0786
C -6.118 -0.759 4.712 -0.0833
C -4.893 -1.307 5.069 -0.0811
C -3.766 -1.041 4.308 -0.1201
C -0.853 -2.219 1.082 -0.4112
C -0.368 -3.443 1.493 -0.0610
C 0.977 -3.537 1.072 -0.0532
C 1.271 -2.367 0.419 -0.4253
C 2.553 -1.928 -0.225 -0.2467
P 2.715 -0.143 0.168 0.9870
C 3.216 -0.143 1.907 -0.3436
C 4.565 -0.111 2.260 -0.0794
C 4.928 -0.197 3.595 -0.0661
C 3.953 -0.321 4.575 -0.0636
C 2.611 -0.363 4.223 -0.0564
C 2.238 -0.270 2.892 -0.0864
C 4.042 0.594 -0.813 -0.3706
C 4.532 1.844 -0.425 -0.0937
C 5.440 2.517 -1.227 -0.0619
C 5.852 1.957 -2.429 -0.0723
C 5.357 0.723 -2.825 -0.0729
C 4.452 0.042 -2.024 -0.0873
N 0.163 -1.540 0.437 -0.1282
H -2.724 -2.390 2.034 0.0836
H -2.839 -1.627 0.456 0.0586
H -3.618 -0.249 -0.586 0.0927
H -4.173 1.486 -2.218 0.1060
H -3.778 3.872 -1.697 0.1080
H -2.834 4.508 0.502 0.1129
H -2.237 2.756 2.141 0.1076
H -5.162 0.986 1.976 0.0961
H -7.151 0.516 3.332 0.1061
H -7.002 -0.976 5.298 0.1061
H -4.816 -1.933 5.950 0.1064
H -2.806 -1.456 4.600 0.1018
H -0.925 -4.183 2.051 0.1033
H 1.651 -4.370 1.217 0.1049
H 3.411 -2.482 0.151 0.1078
H 2.505 -2.024 -1.316 0.0771
H 5.328 -0.027 1.496 0.1070
H 5.976 -0.170 3.868 0.1102
H 4.241 -0.388 5.617 0.1104
H 1.852 -0.467 4.988 0.1125
H 1.188 -0.307 2.619 0.0894
H 4.204 2.284 0.511 0.1125
H 5.827 3.477 -0.911 0.1122
H 6.557 2.485 -3.058 0.1104
H 5.678 0.285 -3.762 0.1104
H 4.074 -0.921 -2.344 0.0997
I 2.207 3.066 -5.049 1.0337
C 0.852 1.498 -5.008 -0.6075
C 0.092 1.181 -6.122 -0.2106
C -0.805 0.126 -6.091 -0.6196
I -1.917 -0.251 -7.811 1.0408
C -0.963 -0.685 -4.918 -0.1919
C -1.828 -1.789 -4.804 -0.0131
C -1.881 -2.508 -3.634 0.0000
C -1.095 -2.099 -2.553 -0.0741
N -0.289 -1.055 -2.638 0.0322
C -0.189 -0.372 -3.787 -0.1604
C 0.744 0.756 -3.788 -0.4219
O 1.394 1.042 -2.761 -0.1604
H 0.203 1.768 -7.023 0.0878
H -2.448 -2.063 -5.648 0.0717
H -2.525 -3.371 -3.542 0.1226
H -1.111 -2.618 -1.597 0.1194
F 0.960 2.528 2.166 0.2088
B 0.840 2.650 0.865 -0.6627
F 1.061 3.817 0.304 0.2086
```